DFT (wB97M-V/def2-TZVPD) results for a molecular structure, C30H37O5Os at a distorted geometry.

Structure (ORCA input):
```
! wB97M-V def2-TZVPD RIJCOSX def2/J DEFGRID3
* xyz -1 5
Os 0.1686 -0.0087 -0.4100
O 6.1286 -2.9743 -6.4763
O 4.0286 -2.9629 -7.2249
O 2.9656 -1.3614 -1.7059
O 4.7721 -5.5086 -5.8734
O 3.0773 -5.4005 -4.3918
C 0.6275 0.1650 4.2776
C 2.8669 -0.5729 -2.9017
C 5.4200 -3.0559 -3.7980
C 4.9460 -1.7513 -3.1420
C -0.0484 -1.6731 0.9829
C 4.4074 -6.8778 -6.0404
C 3.9984 -4.8618 -4.9867
C 5.1188 -0.8604 -0.7413
C 1.0998 2.9391 4.4611
C 0.2126 2.2984 5.3428
C -1.6363 -1.1233 -0.5781
C 4.6592 -2.8538 -8.5021
C 4.4055 -1.8184 -1.6785
C 4.3428 -3.3841 -4.8611
C 4.9311 -3.0728 -6.2425
C 1.7718 2.2122 3.4970
C 2.2884 0.0772 2.4354
C 0.3824 -2.1731 -0.2723
C 1.2440 1.9133 -0.3126
C 4.3921 -3.2222 -1.0998
C 3.7121 -1.2567 -3.9426
C 0.8541 1.6702 -1.6588
C 1.5643 0.7990 3.3905
C -0.5586 1.5522 -1.7049
C 0.0662 1.9607 0.4754
C -0.6126 -1.8508 -1.2360
C -1.2748 -0.9893 0.7956
C -1.0466 1.7329 -0.3768
C 3.1107 -2.5284 -4.5648
C -0.0251 0.9127 5.2472
H 3.9941 -0.5724 -4.7495
H -0.5491 -2.0655 -2.2973
H 0.4914 -0.9212 4.2082
H 5.0741 0.1613 -1.1312
H 2.4859 2.6939 2.8203
H 3.8461 -2.8557 -9.2235
H -1.1470 1.3102 -2.5854
H -2.5294 -0.7229 -1.0388
H 5.2351 -1.9257 -8.5624
H 2.5242 -2.3495 -5.4791
H 3.0041 0.5844 1.7900
H 2.3584 -1.0004 2.5315
H 3.7597 -3.8973 -1.6938
H 5.5602 -3.8929 -3.1080
H 1.8029 -0.4487 -3.1460
H 5.4022 -3.6490 -1.0498
H -2.0796 1.6974 -0.0616
H 4.6224 -0.8744 0.2388
H 5.1942 -7.3202 -6.6444
H 2.4800 -3.0467 -3.8271
H 4.3155 -7.3908 -5.0795
H 3.4500 -6.9418 -6.5657
H -0.7024 0.4175 5.9497
H 5.3243 -3.7091 -8.6316
H 1.2910 4.0115 4.5238
H -1.8141 -0.4340 1.5513
H 1.3085 -2.6897 -0.4729
H 2.2606 1.9944 0.0614
H 5.7346 -0.9926 -3.1965
H 0.0322 2.1125 1.5465
H 6.3572 -2.8930 -4.3411
H 0.4971 -1.7445 1.9085
H 6.1726 -1.1208 -0.5947
H -0.2853 2.8733 6.1195
H 3.3156 0.4176 -2.7080
H 1.5180 1.5723 -2.5051
H 4.0055 -3.2130 -0.0722
*
```

For the HOMO energy (alpha / beta), the calculation gives 0.0242 / -0.1871 Eh. As for the frontier orbital gap (alpha / beta): 1.31 / 6.45 eV. For the LUMO energy (alpha / beta), the calculation gives 2.0 / 1.4 eV.



DFT (wB97M-V/def2-TZVPD) results for a molecular structure, C30H38BeN4O6P2S.

Structure (ORCA input):
```
! wB97M-V def2-TZVPD RIJCOSX def2/J DEFGRID3
* xyz 2 1
S 0.1285 6.3805 -1.5910
P 1.3561 -0.1342 -1.3836
P -0.8935 -0.8846 2.3032
O -2.0651 2.9105 0.5523
O 0.4536 -0.9626 2.9434
O -0.7176 7.0352 -2.5428
O 0.5113 6.9944 -0.3561
O -1.4104 1.3564 -0.8676
O -0.9660 -0.7545 0.7903
N -0.6387 4.9400 -1.1580
N -1.3770 1.7094 2.8376
N -1.1932 -1.2022 -1.8976
N -0.5564 -3.2619 3.4817
C -1.9391 2.4551 -0.6454
C -1.6516 -2.5207 2.7612
C 1.7991 6.2687 -3.7306
C 1.8508 -0.0148 -4.1399
C 3.2467 -0.5582 0.5806
C 4.4931 -0.4278 1.1681
C 5.1886 4.7140 -4.4378
C 0.4685 -4.5237 -2.3854
C -0.5340 -3.5642 -2.3109
C -2.4180 3.3476 -1.7414
C 3.9756 0.8124 -1.2718
C 1.3724 0.6565 -3.0134
C 1.3065 1.8882 -5.5032
C -0.1901 -2.2617 -2.0028
C 2.5417 5.1091 -1.7445
C 5.4817 0.3206 0.5386
C 0.8357 2.5620 -4.3855
C 3.7003 4.7381 -2.4031
C 1.8219 0.6039 -5.3794
C -1.9356 0.3724 3.0812
C -2.0695 4.8128 -1.4669
C 3.9319 5.1246 -3.7230
C 1.7933 -4.1747 -2.1577
C 2.9739 5.9012 -4.3694
C 2.9905 0.0519 -0.6488
C 1.1335 -1.8952 -1.7694
C 0.8712 1.9517 -3.1413
C 1.5898 5.8596 -2.4220
C 5.2216 0.9417 -0.6731
C 2.1277 -2.8624 -1.8514
Be -0.7237 -0.0531 -0.5913
H 4.4531 4.1643 -1.8759
H -2.2898 5.4031 -2.3522
H -0.3876 1.7219 3.0732
H -0.4639 4.8444 -0.1625
H 1.0566 6.8782 -4.2272
H 0.5272 2.4983 -2.2697
H 3.1598 -2.5899 -1.6678
H 5.9674 4.4201 -3.7357
H -2.5035 -2.4093 3.4281
H 2.4696 -1.1258 1.0815
H 4.9930 3.8691 -5.1015
H -0.2556 -4.1009 2.9893
H -0.8193 -3.5313 4.4285
H -1.8189 2.3781 3.4629
H -1.7074 2.2915 1.2680
H -1.9615 -3.0798 1.8829
H -3.5068 3.2398 -1.7928
H 2.3913 4.8436 -0.7053
H -1.5657 -3.8323 -2.5074
H 3.1543 6.2324 -5.3847
H 2.1985 0.0832 -6.2496
H -2.1150 -1.6142 -1.7765
H -1.2294 -0.6707 -2.7694
H 3.7779 1.2965 -2.2199
H 6.4559 0.4211 0.9976
H 5.5733 5.5270 -5.0524
H -1.9935 2.9940 -2.6798
H -1.9919 0.1235 4.1464
H 2.5688 -4.9254 -2.2252
H -2.6864 5.1958 -0.6531
H -2.9449 0.3099 2.6666
H 0.2390 -2.5600 3.5235
H 0.2122 -5.5452 -2.6317
H 2.2449 -1.0199 -4.0528
H 0.4466 3.5652 -4.4790
H 4.6953 -0.9025 2.1187
H 5.9929 1.5249 -1.1593
H 1.2742 2.3645 -6.4743
*
```

For the HOMO energy, the calculation gives -0.4823 Eh. As for the frontier orbital gap: 7.99 eV. For the LUMO energy, the calculation gives -5.1 eV.



DFT (wB97M-V/def2-TZVPD) results for a molecular structure, C30H38BrGe2N2O2PtS at a distorted geometry.

Structure (ORCA input):
```
! wB97M-V def2-TZVPD RIJCOSX def2/J DEFGRID3
* xyz 1 1
Pt -0.2693 0.6731 0.1029
Br 0.9946 9.2500 0.2683
Ge -0.1112 0.1761 2.5007
Ge 2.1194 0.1363 0.0263
S -1.9174 -0.8947 -0.4765
O -1.6375 2.9787 0.2230
O 0.3652 2.4963 -0.6421
N -3.5830 1.1393 0.1316
N -4.4778 -0.9918 -0.0859
C 1.5311 6.4671 0.1694
C 1.3053 0.0030 5.3708
C 3.0190 -0.0476 7.0458
C -1.0650 1.8111 3.0725
C -1.2391 2.0578 4.5754
C 3.9785 -0.0536 6.0400
C 1.1861 5.1304 0.0558
C 2.2502 0.0251 4.3476
C -0.1398 4.7657 -0.1523
C -5.8712 -0.7398 0.0854
C 2.3266 -1.6646 -0.7310
C -0.5228 3.3341 -0.1828
C -6.3699 0.2743 0.8946
C -7.7439 0.4492 1.0033
C -6.7471 -1.5963 -0.5720
C -1.1324 -2.0366 4.2167
C -1.0411 -1.5422 2.7695
C 0.5396 7.4301 0.0660
C 2.6628 0.1424 1.8896
C 1.8196 0.1056 2.9270
C 1.6767 -0.0323 6.7069
C 3.7796 -2.1123 -0.5157
C 4.5619 1.6477 -0.4239
C -8.6185 -0.3985 0.3439
C -8.1135 -1.4294 -0.4381
C -1.1213 5.7452 -0.2670
C 3.1730 1.4145 -1.0312
C -0.7837 7.0834 -0.1673
C 3.5998 -0.0247 4.7095
C -3.4429 -0.1506 -0.0866
H 0.2525 0.0118 5.1218
H 2.6211 2.3493 -1.0902
H 3.3195 -0.0560 8.0854
H -4.2441 -1.9287 -0.3823
H -1.6740 -2.9837 4.2437
H -2.0406 1.7715 2.5839
H -8.1236 1.2581 1.6131
H 2.0899 -1.6192 -1.7952
H 4.4930 1.9848 0.6120
H 4.3704 -0.0411 3.9500
H 4.0215 -2.1674 0.5474
H 5.1788 0.7484 -0.4435
H -0.2825 2.1404 5.0867
H 3.2381 1.0138 -2.0442
H -2.0365 -1.4179 2.3413
H -1.6703 -1.3314 4.8535
H -0.5103 -2.2704 2.1532
H -9.6868 -0.2697 0.4542
H -6.3567 -2.3928 -1.1955
H -2.7749 1.7719 0.1142
H -1.8185 1.2654 5.0540
H 3.7389 0.1394 2.0580
H 3.9507 -3.0986 -0.9482
H 1.9464 4.3662 0.1545
H 5.0300 -0.0809 6.2947
H 1.6299 -2.3583 -0.2579
H -8.7855 -2.1020 -0.9541
H -4.5029 1.5513 0.1600
H -1.7749 2.9966 4.7246
H 4.4821 -1.4215 -0.9860
H -5.7188 0.8966 1.4938
H 0.9183 -0.0464 7.4792
H -2.1486 5.4512 -0.4351
H -0.5190 2.6412 2.6214
H 2.5575 6.7596 0.3388
H 5.0854 2.4211 -0.9870
H -0.1468 -2.2073 4.6486
H -1.5395 7.8504 -0.2584
*
```

For the HOMO energy, the calculation gives -0.4041 Eh. As for the frontier orbital gap: 6.55 eV. For the LUMO energy, the calculation gives -4.4 eV.



Copy entry 2 word for word.
DFT (wB97M-V/def2-TZVPD) results for a molecular structure, C30H38BeN4O6P2S.

Structure (ORCA input):
```
! wB97M-V def2-TZVPD RIJCOSX def2/J DEFGRID3
* xyz 2 1
S 0.1285 6.3805 -1.5910
P 1.3561 -0.1342 -1.3836
P -0.8935 -0.8846 2.3032
O -2.0651 2.9105 0.5523
O 0.4536 -0.9626 2.9434
O -0.7176 7.0352 -2.5428
O 0.5113 6.9944 -0.3561
O -1.4104 1.3564 -0.8676
O -0.9660 -0.7545 0.7903
N -0.6387 4.9400 -1.1580
N -1.3770 1.7094 2.8376
N -1.1932 -1.2022 -1.8976
N -0.5564 -3.2619 3.4817
C -1.9391 2.4551 -0.6454
C -1.6516 -2.5207 2.7612
C 1.7991 6.2687 -3.7306
C 1.8508 -0.0148 -4.1399
C 3.2467 -0.5582 0.5806
C 4.4931 -0.4278 1.1681
C 5.1886 4.7140 -4.4378
C 0.4685 -4.5237 -2.3854
C -0.5340 -3.5642 -2.3109
C -2.4180 3.3476 -1.7414
C 3.9756 0.8124 -1.2718
C 1.3724 0.6565 -3.0134
C 1.3065 1.8882 -5.5032
C -0.1901 -2.2617 -2.0028
C 2.5417 5.1091 -1.7445
C 5.4817 0.3206 0.5386
C 0.8357 2.5620 -4.3855
C 3.7003 4.7381 -2.4031
C 1.8219 0.6039 -5.3794
C -1.9356 0.3724 3.0812
C -2.0695 4.8128 -1.4669
C 3.9319 5.1246 -3.7230
C 1.7933 -4.1747 -2.1577
C 2.9739 5.9012 -4.3694
C 2.9905 0.0519 -0.6488
C 1.1335 -1.8952 -1.7694
C 0.8712 1.9517 -3.1413
C 1.5898 5.8596 -2.4220
C 5.2216 0.9417 -0.6731
C 2.1277 -2.8624 -1.8514
Be -0.7237 -0.0531 -0.5913
H 4.4531 4.1643 -1.8759
H -2.2898 5.4031 -2.3522
H -0.3876 1.7219 3.0732
H -0.4639 4.8444 -0.1625
H 1.0566 6.8782 -4.2272
H 0.5272 2.4983 -2.2697
H 3.1598 -2.5899 -1.6678
H 5.9674 4.4201 -3.7357
H -2.5035 -2.4093 3.4281
H 2.4696 -1.1258 1.0815
H 4.9930 3.8691 -5.1015
H -0.2556 -4.1009 2.9893
H -0.8193 -3.5313 4.4285
H -1.8189 2.3781 3.4629
H -1.7074 2.2915 1.2680
H -1.9615 -3.0798 1.8829
H -3.5068 3.2398 -1.7928
H 2.3913 4.8436 -0.7053
H -1.5657 -3.8323 -2.5074
H 3.1543 6.2324 -5.3847
H 2.1985 0.0832 -6.2496
H -2.1150 -1.6142 -1.7765
H -1.2294 -0.6707 -2.7694
H 3.7779 1.2965 -2.2199
H 6.4559 0.4211 0.9976
H 5.5733 5.5270 -5.0524
H -1.9935 2.9940 -2.6798
H -1.9919 0.1235 4.1464
H 2.5688 -4.9254 -2.2252
H -2.6864 5.1958 -0.6531
H -2.9449 0.3099 2.6666
H 0.2390 -2.5600 3.5235
H 0.2122 -5.5452 -2.6317
H 2.2449 -1.0199 -4.0528
H 0.4466 3.5652 -4.4790
H 4.6953 -0.9025 2.1187
H 5.9929 1.5249 -1.1593
H 1.2742 2.3645 -6.4743
*
```

For the HOMO energy, the calculation gives -0.4823 Eh. As for the frontier orbital gap: 7.99 eV. For the LUMO energy, the calculation gives -5.1 eV.